(1)
7
Properties=species:S:1:pos:R:3:nbo_charge:R:1 method="wB97M-V/def2-TZVPD" e_above_lowest_kj_mol=12.6 homo_ev=-5.63 smiles="O=C([O-])OP(F)F" total_charge=-1 fmax_ev_per_a=2.6 orbital_gap_ev=10.0
C 0.06 -0.66 1.03 0.98
O 1.00 -0.91 1.71 -0.68
P -0.60 0.57 -1.18 1.66
O 0.53 0.28 -0.19 -0.97
F -0.36 2.18 -1.34 -0.62
O -1.14 -0.84 1.03 -0.73
F 0.12 0.25 -2.69 -0.64

***

(2)
7
Properties=species:S:1:pos:R:3:nbo_charge:R:1 method="wB97M-V/def2-TZVPD" e_above_lowest_kj_mol=17.9 homo_ev=-5.68 smiles="O=C([O-])OP(F)F" total_charge=-1 fmax_ev_per_a=4.3 orbital_gap_ev=10.0
O -1.29 0.80 -0.95 -0.71
P 1.46 0.36 -0.37 1.63
F 2.33 0.97 0.96 -0.64
O -2.05 -0.77 0.45 -0.63
O 0.29 -0.35 0.29 -1.05
F 2.47 -0.92 -0.39 -0.62
C -1.34 -0.08 -0.13 1.03

***

(3)
7
Properties=species:S:1:pos:R:3:nbo_charge:R:1 method="wB97M-V/def2-TZVPD" e_above_lowest_kj_mol=208.2 homo_ev=-12.92 smiles="O=C(F)S(=O)(=O)F" total_charge=0 fmax_ev_per_a=4.1 orbital_gap_ev=12.0
O -0.83 -0.99 1.19 -0.85
F 0.85 0.93 1.32 -0.36
O 0.54 1.92 -0.83 -0.41
S -0.22 -0.72 -0.02 2.35
F -1.49 -0.66 -0.94 -0.47
C 0.39 1.02 -0.07 0.60
O 0.75 -1.50 -0.65 -0.85

***

(4)
7
Properties=species:S:1:pos:R:3:nbo_charge:R:1 method="wB97M-V/def2-TZVPD" e_above_lowest_kj_mol=51.3 homo_ev="-10.07 / -10.08" total_charge=0 fmax_ev_per_a=2.6 orbital_gap_ev="7.4 / 7.5"
C -0.37 0.15 -0.69 0.77
S 1.02 -0.52 0.29 1.11
F -1.03 -0.85 -1.21 -0.29
F 0.21 0.89 -1.62 -0.30
I -0.46 -1.31 2.55 -0.16
F -1.17 0.99 -0.07 -0.30
O 1.80 0.65 0.74 -0.82

***

(5)
14
Properties=species:S:1:pos:R:3:nbo_charge:R:1 method="wB97M-V/def2-TZVPD" homo_ev="-2.14 / -2.15" total_charge=-1 fmax_ev_per_a=2.2 orbital_gap_ev="3.9 / 3.9"
O -1.22 -0.61 4.65 -1.14
S -4.59 3.46 2.97 -0.49
N -2.96 -0.57 6.62 -1.19
S -4.23 -1.04 3.49 0.73
O -3.18 -2.15 4.50 -0.90
F -2.03 -3.60 6.79 -0.31
Mg -2.05 0.82 3.42 1.61
O -3.07 3.36 3.84 -1.16
F -0.53 -3.32 5.26 -0.31
C -1.22 -2.72 6.22 0.74
F -0.39 -2.24 7.14 -0.32
Rb -4.13 2.45 6.37 0.94
S -2.22 -1.27 5.57 1.95
O -3.17 -0.48 2.43 -1.13

***

(6)
7
Properties=species:S:1:pos:R:3:nbo_charge:R:1 method="wB97M-V/def2-TZVPD" s_squared=0.753 homo_ev="-6.86 / -9.57" total_charge=0 fmax_ev_per_a=5.6 multiplicity=2 orbital_gap_ev="5.7 / 8.5"
S -0.92 0.24 -0.79 0.57
F 0.98 1.97 -0.34 -0.30
F 1.77 -0.20 -0.49 -0.42
C 0.59 0.74 -0.02 0.77
Sn -1.49 -2.62 0.08 0.79
F 0.59 0.66 1.30 -0.30
O -1.52 -0.80 0.26 -1.11

***

(7)
4
Properties=species:S:1:pos:R:3:nbo_charge:R:1 method="wB97M-V/def2-TZVPD" e_above_lowest_kj_mol=128.9 homo_ev=-10.54 total_charge=0 fmax_ev_per_a=2.1 orbital_gap_ev=8.5
C -0.33 0.54 -2.13 0.50
I -0.14 -0.72 2.34 0.53
O -0.68 0.45 -1.07 -0.50
F 1.16 -0.28 0.86 -0.53

***

(8)
6
Properties=species:S:1:pos:R:3:nbo_charge:R:1 method="wB97M-V/def2-TZVPD" e_above_lowest_kj_mol=563.8 homo_ev="-11.65 / -11.65" smiles="O=C(F)[N+](=O)[O-]" total_charge=0 fmax_ev_per_a=11.4 orbital_gap_ev="9.7 / 9.7"
F -0.98 -1.40 -0.73 -0.22
O -1.53 0.66 0.80 -0.52
N 0.73 0.22 -0.01 0.45
C -0.60 -0.33 -0.09 0.87
O 1.00 1.14 -0.78 -0.31
O 1.38 -0.30 0.81 -0.26

***

(9)
6
Properties=species:S:1:pos:R:3:nbo_charge:R:1 method="wB97M-V/def2-TZVPD" e_above_lowest_kj_mol=156.8 homo_ev=-12.17 smiles="O=C(F)[N+](=O)[O-]" total_charge=0 fmax_ev_per_a=4.3 orbital_gap_ev=10.7
C -0.51 -0.50 0.29 0.89
O -1.01 -1.49 -0.08 -0.44
F -0.59 0.01 1.47 -0.26
N 0.50 0.43 -0.38 0.43
O 0.76 1.38 0.25 -0.29
O 0.85 0.18 -1.55 -0.34

***

(10)
18
Properties=species:S:1:pos:R:3:lowdin_charge:R:1 method="wB97M-V/def2-TZVPD" e_above_lowest_kj_mol=234.8 homo_ev=-12.47 total_charge=+1 fmax_ev_per_a=2.9 orbital_gap_ev=7.8
N 0.25 2.08 -0.92 0.02
O 1.26 -0.14 0.65 -0.48
H -0.42 0.56 2.46 0.14
Ce 0.13 -0.74 -0.62 1.21
H -2.13 0.63 2.67 0.17
H -0.45 2.80 -0.78 0.05
H 0.95 2.15 -0.18 0.04
O -0.33 -2.84 0.57 -0.23
H 1.07 -2.05 -2.78 0.02
H 0.66 -0.48 -3.28 0.02
H 0.72 2.31 -1.81 0.07
N -0.65 -2.16 1.62 -0.33
H 2.38 -0.73 -2.61 0.03
H -1.31 1.62 1.56 0.15
H -1.50 -0.01 1.27 0.07
O -0.63 -2.69 2.73 0.00
C 1.33 -1.01 -2.57 -0.26
N -1.33 0.70 2.02 0.31

***

(11)
15
Properties=species:S:1:pos:R:3:nbo_charge:R:1 method="wB97M-V/def2-TZVPD" s_squared=6.013 homo_ev="-10.88 / -14.63" total_charge=+1 fmax_ev_per_a=3.4 multiplicity=5 orbital_gap_ev="7.2 / 8.6"
H 1.35 -0.79 2.31 0.42
H 2.28 0.06 1.30 0.41
H -1.62 0.85 -1.78 0.23
H 1.46 -1.34 -1.13 0.42
H 0.27 -0.82 -2.12 0.44
H -2.55 -0.56 -1.17 0.26
H -2.57 0.99 -0.26 0.27
H 1.41 0.23 -1.63 0.43
C -1.93 0.30 -0.87 -0.98
Cl -1.59 -0.62 1.92 -0.25
Os -0.33 0.03 0.28 1.33
H 0.43 1.39 0.47 -0.30
H 1.23 0.82 2.30 0.43
N 1.34 0.01 1.68 -1.06
N 0.83 -0.55 -1.30 -1.07

***

(12)
15
Properties=species:S:1:pos:R:3:nbo_charge:R:1 method="wB97M-V/def2-TZVPD" e_above_lowest_kj_mol=48.3 homo_ev=-9.72 smiles=NCN.O.O total_charge=0 fmax_ev_per_a=2.5 orbital_gap_ev=10.4
H -1.29 -0.46 1.63 0.50
H -2.85 -0.58 1.94 0.47
N 0.33 0.41 0.67 -0.89
H -2.15 1.35 -0.15 0.36
H 1.08 1.03 1.01 0.37
H -1.01 2.51 -0.02 0.34
H 3.61 -2.36 -1.45 0.47
O 2.94 -1.75 -1.08 -0.92
C -0.23 0.79 -0.63 -0.06
H -0.66 -0.05 -1.12 0.19
O -2.11 -0.92 1.47 -0.98
H 2.35 -2.43 -0.81 0.46
H 0.71 -0.54 0.50 0.37
H 0.57 1.24 -1.31 0.16
N -1.31 1.77 -0.65 -0.82

***

(13)
15
Properties=species:S:1:pos:R:3:nbo_charge:R:1 method="wB97M-V/def2-TZVPD" e_above_lowest_kj_mol=146.9 homo_ev=-9.10 smiles=NCN.O.O total_charge=0 fmax_ev_per_a=7.0 orbital_gap_ev=9.8
N 0.45 0.87 1.86 -0.87
H -2.01 -6.10 -1.32 0.46
H 0.50 0.26 2.63 0.37
H -0.09 1.71 1.99 0.37
H 1.20 -0.59 0.93 0.17
H -0.69 -5.44 -1.20 0.46
N -0.32 -0.07 -0.42 -0.82
H -0.72 0.72 -0.57 0.33
C 0.72 0.30 0.62 -0.07
O -1.53 -5.31 -1.62 -0.93
O 0.96 4.71 -0.93 -0.96
H -0.94 -0.76 -0.02 0.35
H 0.76 3.71 -0.87 0.48
H 0.23 5.26 -1.19 0.48
H 1.48 0.74 0.09 0.16

***

(14)
17
Properties=species:S:1:pos:R:3:nbo_charge:R:1 method="wB97M-V/def2-TZVPD" e_above_lowest_kj_mol=86.5 homo_ev=-10.22 smiles="NC(N)=O.O.O.O" total_charge=0 fmax_ev_per_a=0.9 orbital_gap_ev=10.2
N 0.12 1.93 1.35 -0.84
H -0.66 2.59 1.42 0.41
N 1.62 1.20 -0.31 -0.86
O 0.58 -2.98 1.78 -0.95
C 0.91 2.26 0.25 0.77
H 0.24 -3.84 2.07 0.48
O -1.82 -0.91 -0.17 -0.94
O -1.48 -0.10 -3.21 -0.94
H -0.13 0.95 1.36 0.37
H 2.51 1.52 -0.68 0.40
H 1.74 0.35 0.21 0.37
H -1.87 -1.88 -0.30 0.48
O 0.99 3.38 -0.20 -0.62
H -0.93 -0.83 0.19 0.46
H -2.21 -0.64 -2.87 0.46
H -1.09 0.15 -2.35 0.47
H 1.47 -3.14 1.44 0.47

***

(15)
17
Properties=species:S:1:pos:R:3:nbo_charge:R:1 method="wB97M-V/def2-TZVPD" s_squared=0.756 e_above_lowest_kj_mol=0.0 homo_ev="-14.37 / -14.37" total_charge=+1 fmax_ev_per_a=3.7 multiplicity=2 orbital_gap_ev="10.8 / 5.2"
H 0.72 1.88 1.55 0.46
N -0.71 0.84 -0.54 -0.72
H -1.46 0.51 -1.13 0.44
O 1.03 -2.02 -1.47 -0.99
O 2.37 1.09 2.36 -0.94
H -2.15 -2.44 -1.60 0.46
C -0.98 1.80 0.37 0.71
H 0.26 0.64 -0.78 0.46
H 0.17 -2.42 -1.27 0.49
O -2.20 2.12 0.53 -0.06
N 0.05 2.44 0.99 -0.72
H -0.41 3.01 1.71 0.41
H -2.15 -3.92 -1.54 0.49
H 2.56 0.62 1.54 0.48
H 3.07 1.74 2.42 0.49
O -1.67 -3.16 -1.18 -0.95
H 1.50 -2.71 -1.95 0.48

***

(16)
16
Properties=species:S:1:pos:R:3:nbo_charge:R:1 method="wB97M-V/def2-TZVPD" s_squared=0.753 e_above_lowest_kj_mol=52.7 homo_ev="-3.17 / -8.56" total_charge=0 fmax_ev_per_a=2.1 multiplicity=2 orbital_gap_ev="3.5 / 8.9"
O -3.26 -0.73 1.48 -0.98
H 0.67 0.79 -2.16 0.37
H 3.25 0.29 -1.88 0.39
H -3.92 -0.43 2.11 0.50
C 1.71 0.02 -0.50 0.34
H -3.13 -1.67 1.35 0.50
O -1.91 0.96 -0.23 -0.97
N 1.41 -0.47 0.76 -0.88
H -2.22 0.61 0.63 0.50
H 0.48 -0.37 1.14 0.38
H -0.07 1.11 -0.66 0.41
H 2.05 -0.93 1.37 0.38
H 3.68 -0.55 -0.47 0.37
N 0.74 0.75 -1.16 -0.89
N 3.04 0.07 -0.93 -0.88
H -2.52 0.55 -0.84 0.47

***

(17)
16
Properties=species:S:1:pos:R:3:nbo_charge:R:1 method="wB97M-V/def2-TZVPD" e_above_lowest_kj_mol=186.9 homo_ev=-14.75 total_charge=+1 fmax_ev_per_a=5.1 orbital_gap_ev=11.6
N -1.26 1.04 1.09 -0.72
H -0.22 -2.21 0.52 0.49
H 0.26 0.42 -1.64 0.40
N -0.01 0.25 -0.69 -0.84
H -1.08 -2.41 1.88 0.51
O -0.43 -1.76 1.32 -0.98
H -1.27 0.09 1.23 0.44
H 0.78 -0.43 -0.39 0.49
N -0.29 2.55 -0.43 -0.81
C -0.54 1.27 -0.05 0.70
H -0.25 3.39 0.19 0.45
H 1.87 -2.33 -1.91 0.51
O 1.76 -1.87 -1.07 -0.98
H 2.14 -2.38 -0.34 0.50
H -0.16 2.58 -1.45 0.42
H -1.32 1.81 1.74 0.42